ORCA calculation (the ωB97M-V functional and the def2-TZVPD basis) on a molecular structure, C21H36Br12N3O3PS.

The total energy comes out at -32839.5617 hartree. The spin multiplicity is 1. Its net charge is 0. As for the HOMO-LUMO gap: 8.1 eV.

Geometry (Å):
C (-0.75563, -1.61086, 0.35171)
C (-0.83759, -0.18579, -0.31185)
N (-1.99318, 0.49221, 0.29369)
C (-2.09678, 1.88925, -0.03252)
C (-0.97778, 2.73121, 0.01605)
C (-1.02852, 4.13150, -0.34185)
N (0.02411, 4.99642, -0.34801)
S (-0.70372, 6.37302, -0.88751)
N (-2.27414, 5.97352, -1.10382)
C (-2.33477, 4.65361, -0.75825)
C (-3.48348, 3.78440, -0.77948)
C (-3.40178, 2.42560, -0.43418)
C (-4.71402, 1.61312, -0.55189)
P (-5.08406, 0.41948, 0.80835)
O (-6.55274, 0.15768, 0.74717)
O (-4.78334, 1.06954, 2.28005)
O (-4.36016, -1.04492, 0.65154)
H (-1.78468, -1.99903, 0.46091)
H (-0.16685, -2.25973, -0.31643)
H (-0.28878, -1.55822, 1.35930)
H (0.14053, 0.29856, -0.09091)
H (-0.92535, -0.29860, -1.41291)
H (-1.91872, 0.42549, 1.30950)
H (0.00626, 2.33453, 0.31762)
H (-4.45630, 4.18130, -1.10911)
H (-5.53729, 2.35885, -0.52155)
H (-4.80270, 1.12958, -1.54996)
H (-5.67310, 1.21417, 2.64819)
H (-4.69836, -1.42158, -0.17735)
Br (2.93824, 7.78989, -1.00024)
C (3.24618, 8.43687, -2.81142)
C (2.21870, 9.46553, -3.21153)
Br (0.51873, 8.62903, -3.66298)
H (3.25434, 7.56640, -3.46162)
H (4.24149, 8.87810, -2.78867)
H (2.52927, 9.98450, -4.11697)
H (2.01699, 10.19457, -2.43161)
Br (-0.16755, -4.68266, 1.04496)
C (-2.01745, -5.28256, 1.18031)
C (-2.57684, -5.66690, -0.16568)
Br (-3.03728, -4.10476, -1.23509)
H (-2.57246, -4.48295, 1.66451)
H (-1.98645, -6.14754, 1.83952)
H (-3.51188, -6.21289, -0.04763)
H (-1.88629, -6.25929, -0.75946)
Br (2.63162, 3.58678, 1.42577)
C (2.64032, 5.38014, 2.17393)
C (2.71383, 5.35157, 3.67792)
Br (0.99210, 4.89318, 4.46402)
H (1.75191, 5.88239, 1.79747)
H (3.52715, 5.85682, 1.75672)
H (2.95085, 6.34010, 4.06872)
H (3.43579, 4.63313, 4.05609)
Br (5.51290, 3.91522, -1.20633)
C (5.47714, 2.23323, -2.18575)
C (4.12570, 1.98401, -2.80234)
Br (2.82988, 1.38019, -1.47872)
H (5.77948, 1.45460, -1.49081)
H (6.23567, 2.33982, -2.95987)
H (4.18116, 1.17635, -3.53067)
H (3.70427, 2.86654, -3.27598)
Br (2.44585, -8.07159, 0.35297)
C (2.84321, -7.60925, -1.49599)
C (1.90269, -6.55282, -2.01427)
Br (0.15933, -7.30612, -2.44406)
H (2.80569, -8.53183, -2.06873)
H (3.86632, -7.23661, -1.48097)
H (2.27100, -6.13804, -2.95134)
H (1.73294, -5.74527, -1.30633)
Br (-1.21920, -7.10609, 4.39779)
C (-0.97558, -8.57548, 3.14115)
C (-0.27549, -9.74093, 3.78940)
Br (1.63351, -9.41064, 3.97231)
H (-0.43701, -8.17495, 2.28428)
H (-1.98224, -8.85735, 2.83433)
H (-0.35138, -10.62914, 3.16412)
H (-0.65419, -9.96756, 4.78222)